[1]
Formula: C45H80NO17P2
Source: the Open Molecules 2025 dataset
Level of theory: ωB97M-V/def2-TZVPD

Each line ends with the Mulliken charge.
CARTESIAN COORDINATES (ANGSTROEM)
C1 3.52859 -3.62118 -1.10215  -0.837
C2 3.81446 -3.46898 -2.64738  -0.480
O1 4.85102 -2.47701 -2.83069  -0.349
P1 4.19109 -0.95297 -3.20832  1.058
O2 5.07587 0.05545 -2.48601  -0.707
C3 2.48502 -0.75198 -2.48779  -0.551
C4 1.98867 0.73800 -2.45204  -0.913
C5 0.89638 0.99717 -1.31882  -0.843
P2 -0.78101 0.28716 -1.76937  0.213
N1 -0.71507 -0.70220 -3.18482  -0.456
C6 -2.02189 1.67381 -1.99265  -0.746
C7 -3.06784 1.55867 -0.80949  -1.380
C8 -4.30524 0.65813 -1.13372  1.231
C9 -5.34407 0.88517 0.06022  -1.464
C10 -5.05446 1.04059 -2.45664  -1.088
C11 -6.23273 0.03560 -2.79731  -0.375
C12 -5.75260 -1.13961 -3.71588  -0.799
C13 -6.71416 -2.10733 -4.15510  0.570
C14 -6.85728 -3.46838 -3.40011  -1.164
C15 -7.62778 -1.88211 -5.40499  -1.109
O3 4.26530 -0.84404 -4.86553  -0.481
C16 3.87024 0.44694 -5.36519  0.033
C17 4.97105 1.56085 -5.19966  -0.813
H1 2.44952 -3.79543 -0.86851  0.256
H2 3.84630 -2.66685 -0.60463  0.285
H3 4.19374 -4.41017 -0.69205  0.264
H4 4.25370 -4.44411 -2.98052  0.448
H5 2.90618 -3.31188 -3.26997  0.396
H6 2.56139 -1.08673 -1.41893  0.262
H7 1.74718 -1.45639 -2.95011  0.472
H8 2.81405 1.46181 -2.28357  0.481
H9 1.45562 0.91494 -3.42316  0.269
H10 1.28611 0.59338 -0.35966  0.542
H11 0.83070 2.11006 -1.23407  0.377
H12 -1.15842 -0.58357 -0.69858  0.154
H13 -1.61032 -1.15712 -3.37709  0.273
H14 -0.48262 -0.11310 -3.98805  0.283
H15 -2.48060 1.66680 -3.00639  0.468
H16 -1.43825 2.62830 -1.91664  0.466
H17 -2.55015 1.07865 0.06582  0.368
H18 -3.33799 2.59394 -0.49568  0.540
H19 -4.05702 -0.43444 -1.21225  0.170
H20 -5.08358 1.88580 0.49340  0.315
H21 -5.21977 0.12054 0.86121  0.235
H22 -6.38783 0.96967 -0.29787  0.433
H23 -5.48122 2.07299 -2.36244  0.289
H24 -4.39578 1.05973 -3.36131  0.363
H25 -6.62508 -0.43484 -1.86759  0.334
H26 -7.04386 0.58320 -3.35216  0.445
H27 -4.67602 -1.20957 -4.01433  0.193
H28 -5.88303 -3.72674 -2.92216  0.361
H29 -7.22420 -4.27782 -4.07763  0.353
H30 -7.62460 -3.28824 -2.60306  0.270
H31 -7.30059 -2.51485 -6.25723  0.296
H32 -8.66886 -2.19480 -5.12644  0.342
H33 -7.68547 -0.79688 -5.65074  0.337
H34 2.89152 0.81615 -4.98220  -0.063
H35 3.73454 0.31726 -6.46954  0.394
H36 6.00717 1.15180 -5.27988  0.126
H37 4.83635 2.39242 -5.92639  0.450
H38 4.89887 1.98066 -4.16285  0.165
O4 10.02615 2.43767 -6.58321  -0.610
C18 9.82753 1.95505 -5.50345  0.471
O5 8.61704 1.97209 -4.88984  -0.305
C19 8.73894 1.41391 -3.56990  0.021
C20 9.98277 0.55239 -3.61632  -0.521
C21 10.85378 1.29541 -4.61617  -0.500
H39 8.82727 2.23430 -2.85192  0.193
H40 7.84553 0.83491 -3.33415  0.029
H41 10.44697 0.41664 -2.64178  0.374
H42 9.73339 -0.43564 -4.00888  0.236
H43 11.45756 2.06878 -4.13667  0.272
H44 11.48482 0.61811 -5.18726  0.327
O6 -7.39727 0.69114 2.11641  -0.571
C22 -6.90111 0.57585 3.20305  0.414
O7 -5.63624 0.97171 3.49374  -0.320
C23 -5.31361 0.59350 4.84476  -0.377
C24 -6.64732 0.43068 5.53967  -0.450
C25 -7.54224 -0.05318 4.41363  -0.219
H45 -4.74437 -0.33723 4.81944  0.266
H46 -4.70153 1.36928 5.30494  0.277
H47 -6.60830 -0.24392 6.38883  0.154
H48 -7.00036 1.40273 5.89691  0.360
H49 -7.51105 -1.13943 4.30802  0.144
H50 -8.56758 0.29040 4.53370  0.359
O8 8.68260 8.72115 -6.92782  -0.562
C26 8.40427 7.56007 -7.01330  0.444
O9 7.12946 7.08980 -6.98982  -0.376
C27 7.14764 5.65387 -7.00169  -0.311
C28 8.49167 5.27601 -7.58590  -0.169
C29 9.38015 6.41363 -7.11431  -0.376
H51 7.02554 5.29587 -5.97498  0.221
H52 6.31827 5.28387 -7.60452  0.271
H53 8.83513 4.29017 -7.27346  0.069
H54 8.43602 5.28284 -8.67772  0.267
H55 9.80172 6.21917 -6.12591  0.227
H56 10.16939 6.63514 -7.82903  0.316
O10 -5.63124 -2.27103 6.07508  -0.556
C30 -6.30896 -2.89321 6.84843  0.455
O11 -7.64383 -3.05942 6.70091  -0.328
C31 -8.17065 -3.75391 7.84645  -0.207
C32 -6.99018 -4.48443 8.44675  -0.500
C33 -5.83642 -3.55145 8.12043  -0.481
H57 -8.59732 -3.01929 8.53376  0.070
H58 -8.95634 -4.43751 7.52925  0.327
H59 -7.10754 -4.68812 9.51020  0.321
H60 -6.84545 -5.43949 7.93551  0.296
H61 -5.70110 -2.78531 8.88709  0.242
H62 -4.90869 -4.09537 7.95620  0.319
O12 9.71890 -1.77095 -1.48277  -0.514
C34 9.10962 -2.58395 -0.85029  0.259
O13 9.67152 -3.67060 -0.26603  -0.368
C35 8.64284 -4.48701 0.31433  -0.477
C36 7.46565 -3.55431 0.52456  -0.468
C37 7.62132 -2.57757 -0.62870  0.223
H63 8.41086 -5.29970 -0.37955  0.258
H64 9.00173 -4.91490 1.24959  0.345
H65 6.50483 -4.06955 0.54059  0.216
H66 7.57719 -3.02325 1.47346  0.296
H67 7.12651 -2.93003 -1.53575  -0.111
H68 7.26944 -1.58251 -0.36455  0.312
O14 -9.88954 -4.57335 10.65139  -0.563
C38 -9.94827 -3.45218 11.07462  0.577
O15 -8.86679 -2.73137 11.46739  -0.347
C39 -9.29984 -1.47777 12.02078  -0.444
C40 -10.67970 -1.24296 11.44109  -0.497
C41 -11.21190 -2.65858 11.29044  -0.458
H69 -9.31550 -1.56564 13.11013  0.290
H70 -8.59699 -0.69369 11.74129  0.312
H71 -11.30371 -0.60093 12.06199  0.335
H72 -10.59340 -0.77678 10.45605  0.265
H73 -11.69987 -3.01064 12.20134  0.305
H74 -11.88110 -2.75053 10.43786  0.263
O16 0.85293 2.60715 1.36647  -0.595
C42 1.90221 3.19252 1.42935  0.555
O17 2.00209 4.51838 1.66576  -0.358
C43 3.37857 4.92501 1.56936  -0.442
C44 4.18167 3.66202 1.79914  -0.608
C45 3.27183 2.59388 1.21797  -0.002
H75 3.54662 5.35079 0.57671  0.255
H76 3.58682 5.68716 2.31845  0.334
H77 5.17194 3.69273 1.34622  0.359
H78 4.30772 3.49243 2.87104  0.286
H79 3.43796 2.45524 0.14621  -0.094
H80 3.36971 1.64697 1.74553  0.340

DFT total energy (eV): -102830.7723
LUMO (eV): -2.79
Strongest force on any atom (eV/Å): 4.429
Multiplicity: 1
Charge: +1


[2]
Formula: C4H13NO2
Source: the Open Molecules 2025 dataset
Level of theory: ωB97M-V/def2-TZVPD

Each line ends with the Mulliken spin population.
CARTESIAN COORDINATES (ANGSTROEM)
N1 0.13252 -0.07520 -2.01551  0.012
C1 -3.24515 -0.01160 0.46816  0.512
C2 0.37915 1.06096 0.89777  -0.044
C3 -1.08987 1.26756 0.48029  0.587
C4 -1.87114 0.07799 0.46096  -0.156
H1 -0.66806 -0.21116 -2.69180  0.003
H2 -0.12850 0.64906 -1.42873  -0.006
H3 -3.91458 -0.87480 0.31686  0.007
H4 -3.70040 0.94689 0.14730  0.000
H5 0.71920 -0.00326 1.03902  -0.001
H6 0.58204 1.69673 1.76240  0.041
H7 1.01898 1.44657 0.08654  0.034
H8 -1.65644 2.14160 0.09469  0.014
H9 -1.34422 -0.78448 0.85215  -0.004
H10 3.86905 -0.08018 0.00211  0.000
H11 2.18470 -0.76831 -0.11188  0.001
O1 2.91249 0.00980 0.25320  0.002
H12 0.13892 -0.95382 -1.46125  -0.003
H13 1.97196 -2.24876 0.55572  0.000
O2 1.45773 -1.85970 -0.11539  0.000

DFT total energy (eV): -9941.6637
LUMO (spin up / spin down) (eV): 3.83 / 3.18
Strongest force on any atom (eV/Å): 3.879
Energy relative to the best compared isomer or geometry (same formula, charge and spin) (eV): 1.134
Multiplicity: 2
Charge: -1
⟨S²⟩: 0.785


[3]
Formula: C3H6O
Source: the Open Molecules 2025 dataset
Level of theory: ωB97M-V/def2-TZVPD

Each line ends with the natural charge from an NBO analysis.
CARTESIAN COORDINATES (ANGSTROEM)
C1 -1.28093 0.19260 0.12620  -0.664
C2 -0.12220 -0.70826 -0.24541  -0.034
C3 1.34855 0.01166 0.00663  -0.108
O1 0.75955 -0.90286 0.84381  -0.472
H1 -2.03444 -0.37973 0.68691  0.231
H2 -1.78002 0.59168 -0.76083  0.218
H3 -0.96080 1.01622 0.78181  0.200
H4 0.52234 -0.54269 -1.16916  0.257
H5 2.29335 -0.35602 -0.41964  0.192
H6 1.25459 1.07738 0.14967  0.181

DFT total energy (eV): -5251.7642
LUMO (eV): 1.15
Strongest force on any atom (eV/Å): 2.330
Energy relative to the best compared isomer or geometry (same formula, charge and spin) (eV): 3.930
Multiplicity: 1
SMILES: C[C@H]1CO1


[4]
Formula: C22H64O14S10
Source: the Open Molecules 2025 dataset
Level of theory: ωB97M-V/def2-TZVPD

Each line ends with the Mulliken charge.
CARTESIAN COORDINATES (ANGSTROEM)
O1 -0.22010 -2.13406 -2.76264  -0.073
S1 1.13260 -2.48054 -3.16000  0.879
O2 1.53804 -3.83227 -3.22380  -0.789
O3 1.33380 -1.76842 -4.54414  -0.044
C1 2.68348 -1.71200 -5.09787  -0.157
C2 2.62932 -2.12327 -6.52015  -1.350
C3 2.15708 -1.66426 -2.11541  -0.369
H1 3.35889 -2.37295 -4.54190  0.345
H2 2.89377 -0.72824 -4.87157  0.358
H3 2.12881 -3.07637 -6.60675  0.293
H4 3.67205 -2.26846 -6.90113  0.335
H5 2.15303 -1.48254 -7.22996  0.362
H6 3.24233 -1.84747 -2.24731  0.488
H7 1.87891 -2.00414 -1.10524  0.012
H8 2.07543 -0.54111 -2.36322  -0.137
O4 0.68690 0.68900 6.01680  -0.646
S2 -0.59117 1.27006 5.52861  1.183
O5 -1.62656 1.54022 6.51474  -0.673
O6 -0.22580 2.61276 4.78418  -0.001
C4 0.20280 3.65227 5.80965  -0.856
C5 1.74520 4.00496 5.59981  -0.891
C6 -1.29766 0.26408 4.27947  -0.316
H9 0.05466 3.09810 6.72052  0.761
H10 -0.52206 4.39979 5.64874  0.402
H11 2.25396 3.08494 5.85721  0.172
H12 1.94433 4.79749 6.35976  0.395
H13 1.94469 4.33943 4.55416  0.199
H14 -2.33340 0.57346 4.17083  0.353
H15 -1.11506 -0.72659 4.71963  0.510
H16 -0.69192 0.48842 3.44497  -0.306
C7 -1.85962 -1.14007 -6.46900  -0.827
S3 -2.03573 0.03932 -5.13517  0.629
O7 -2.84434 1.10098 -5.78918  -0.690
C8 -3.05750 -0.97886 -3.98391  -0.711
H17 -1.05475 -1.97561 -6.33207  0.163
H18 -1.69302 -0.42881 -7.31379  0.341
H19 -2.81957 -1.75691 -6.63695  0.288
H20 -3.91193 -1.41929 -4.54029  0.492
H21 -3.49991 -0.17489 -3.37340  0.274
H22 -2.44343 -1.67443 -3.47425  -0.024
C9 -0.95363 0.77715 -1.19454  -0.047
S4 -0.27273 -0.14200 0.17526  0.542
O8 -0.60217 0.65799 1.42553  -0.461
C10 -1.57886 -1.40684 0.03634  -0.759
H23 -0.44397 1.76220 -1.38274  -0.538
H24 -1.93833 1.05427 -0.85273  0.643
H25 -0.87735 0.21409 -2.12708  -0.258
H26 -1.48591 -2.21721 0.73928  0.374
H27 -1.60113 -1.77267 -1.00004  -0.039
H28 -2.47346 -0.77392 0.28926  0.457
C11 -0.79262 5.89287 0.53010  -1.048
S5 -0.93741 4.12882 0.43540  0.491
O9 -0.50786 3.67461 -0.92495  -0.713
C12 0.19547 3.64778 1.70700  -0.324
H29 -1.03340 6.33253 -0.41903  0.381
H30 0.18521 6.24765 0.87530  0.306
H31 -1.44617 6.15386 1.34563  0.356
H32 1.05997 4.13933 1.34156  0.491
H33 0.43433 2.55652 1.69775  -0.134
H34 -0.30160 4.02852 2.63624  0.089
C13 -4.57810 4.08643 2.56999  -1.061
S6 -3.42876 3.56677 3.93683  0.824
O10 -2.33085 4.60169 4.05738  -0.708
C14 -4.68096 3.79226 5.29597  -1.252
H35 -3.96121 4.56783 1.83888  0.243
H36 -5.37300 4.75963 2.97872  0.361
H37 -5.07820 3.21459 2.23777  0.395
H38 -5.51145 3.22107 4.93799  0.430
H39 -4.83514 4.86985 5.43646  0.340
H40 -4.18093 3.35344 6.15387  0.350
C15 2.86985 2.45743 -1.54164  -0.635
S7 3.23616 2.43180 -3.32239  0.178
O11 3.12017 0.98329 -3.65894  -0.557
C16 1.72184 3.17104 -3.85852  -0.727
H41 2.80769 3.48617 -1.36983  0.538
H42 3.53246 1.87581 -0.95493  0.424
H43 1.82220 2.08364 -1.53991  -0.204
H44 1.80306 3.31548 -4.88576  0.436
H45 1.62614 4.11217 -3.35007  0.388
H46 0.91325 2.54216 -3.47878  0.068
C17 -1.94680 -5.30315 -3.93773  -1.045
S8 -1.67376 -4.99548 -2.15323  0.872
O12 -2.54594 -3.82342 -1.93630  -0.738
C18 -2.62882 -6.42173 -1.44723  -1.127
H47 -3.01459 -5.07657 -4.12613  0.345
H48 -1.72689 -6.36091 -4.13331  0.420
H49 -1.31929 -4.66962 -4.53332  0.160
H50 -3.66059 -6.42097 -1.79876  0.351
H51 -2.67890 -6.28960 -0.34787  0.324
H52 -2.07683 -7.29251 -1.82905  0.385
C19 3.97849 0.39341 4.02783  -1.077
S9 2.77205 0.17074 2.73824  0.821
O13 3.54735 -0.51451 1.63065  -0.753
C20 1.78886 -1.18838 3.37391  -0.394
H53 4.64745 1.12028 3.63172  0.407
H54 4.55424 -0.51359 4.26159  0.332
H55 3.39707 0.87719 4.81742  0.259
H56 1.11386 -1.41860 2.55491  -0.126
H57 1.31850 -0.91366 4.34037  0.131
H58 2.49846 -1.99075 3.48954  0.385
C21 2.36828 -4.45753 2.39173  -0.880
S10 1.16937 -4.76377 1.11268  0.260
O14 0.50098 -3.44986 0.77654  -0.353
C22 2.30468 -5.13664 -0.18758  -0.748
H59 3.05508 -5.25776 2.43026  0.520
H60 1.83020 -4.34553 3.35384  0.325
H61 2.85057 -3.49857 2.24582  0.095
H62 2.93667 -5.96676 0.15077  0.465
H63 2.86861 -4.18191 -0.30653  0.183
H64 1.78253 -5.40162 -1.07743  0.187

DFT total energy (eV): -160860.5273
LUMO (eV): 0.37
Strongest force on any atom (eV/Å): 3.520
Energy relative to the best compared isomer or geometry (same formula, charge and spin) (eV): 0.000
Multiplicity: 1